Entry 1:
DFT (ωB97M-V/def2-TZVPD) results for a gas-phase ion, C8H14BrN2 (charge +1).

Geometry as ORCA input:
```
! RIJCOSX wB97M-V def2-TZVPD def2/J DEFGRID3
* xyz 1 3
H 0.7482 -0.1038 2.1429
N -0.7071 -1.7629 -1.3626
C -1.3580 -0.8590 0.9542
H -0.6393 -2.7802 -1.4311
C -1.0491 1.5098 -0.7318
C -2.1051 0.2191 0.9438
C 0.7306 -0.1559 -0.4129
H 0.3393 -1.0661 -2.0182
C 1.3897 0.7747 1.8792
Br -0.4596 2.5888 -2.1060
H 2.1161 1.3372 -0.0394
H 2.1098 -0.4008 -2.0126
N 1.1223 -0.3089 -1.7282
H 2.5333 -0.1908 0.2606
C -2.0357 1.4793 0.1968
H -2.6386 0.3223 1.8764
H -2.7560 2.2828 0.4029
H 0.9154 1.8062 1.9806
C 1.7602 0.4196 0.4347
H 2.3298 0.9160 2.5277
H -1.6552 -1.6216 1.6515
C -0.1682 -1.3198 -0.0078
H -1.6850 -1.4815 -1.5158
H 0.3837 -2.1324 0.4448
H 0.7783 0.5279 -2.3297
*
```

Values from the calculation:
Energy relative to the best compared isomer or geometry (same formula, charge and spin) ... 0.0 kcal/mol
Frontier orbital gap (alpha / beta) ... 0.275 / 0.243 Ha
⟨S²⟩ ... 2.018

For each atom in turn, the Löwdin charge in e is:
1 H 0.074
2 N 0.067
3 C -0.049
4 H 0.126
5 C -0.529
6 C -0.128
7 C -0.339
8 H 0.095
9 C -0.053
10 Br 0.842
11 H 0.128
12 H 0.181
13 N 0.110
14 H 0.085
15 C -0.132
16 H 0.115
17 H 0.124
18 H 0.103
19 C -0.217
20 H 0.108
21 H 0.106
22 C -0.195
23 H 0.134
24 H 0.151
25 H 0.093

***

Entry 2:
DFT (ωB97M-V/def2-TZVPD) results for a gas-phase ion, C8H14BrN2O3S (charge +1).

Geometry as ORCA input:
```
! RIJCOSX wB97M-V def2-TZVPD def2/J DEFGRID3
* xyz 1 3
H -0.1750 0.3400 1.9329
H -0.3572 -2.7290 2.3270
Br 3.0209 4.2323 -0.7104
O -0.4840 -1.9646 -1.0670
H -0.5112 -3.3248 0.5895
H -1.6694 0.7602 -0.6227
C 1.8466 3.2621 0.4814
H -2.8217 -3.3785 2.7185
H -2.3072 -4.5681 1.2471
C -1.0834 -2.8268 1.4224
C 1.0924 2.2718 -0.5070
C -0.7286 -1.1695 -0.1888
H -0.0943 2.2894 -2.0718
H -0.4993 -0.3181 -2.5631
C 0.2750 1.2339 0.2626
N -0.1054 0.4808 -2.0103
H -3.0871 -3.1383 0.9270
C 1.3087 0.1759 -2.2610
S 2.3607 0.9964 -1.0308
N 0.1187 1.1926 1.5843
H 2.4127 2.7009 1.2054
H 1.5329 -0.8494 -2.1185
H 1.1182 3.9140 0.9847
H 1.5458 0.4736 -3.3316
O 0.4768 2.9235 -1.5104
C -0.5681 0.3940 -0.6195
C -2.4781 -3.4936 1.6727
H 0.9626 1.4771 2.2108
O -1.1020 -1.3582 1.0466
*
```

Values from the calculation:
Energy relative to the best compared isomer or geometry (same formula, charge and spin) ... 0.0 kcal/mol
Frontier orbital gap (alpha / beta) ... 0.273 / 0.219 Ha
⟨S²⟩ ... 2.008

For each atom in turn, the Löwdin charge in e is:
1 H 0.062
2 H 0.152
3 Br 0.781
4 O 0.099
5 H 0.119
6 H 0.197
7 C -0.531
8 H 0.091
9 H 0.125
10 C -0.133
11 C -0.773
12 C -0.436
13 H 0.141
14 H 0.158
15 C -0.343
16 N -0.089
17 H 0.036
18 C -0.364
19 S 1.228
20 N 0.168
21 H 0.054
22 H 0.075
23 H 0.102
24 H 0.153
25 O -0.023
26 C -0.176
27 C -0.035
28 H 0.166
29 O -0.005

***

Entry 3:
DFT (ωB97M-V/def2-TZVPD) results for a molecular structure, C8H14Cl4MgO4.

Geometry as ORCA input:
```
! RIJCOSX wB97M-V def2-TZVPD def2/J DEFGRID3
* xyz 0 1
H -0.4595 2.1343 4.8584
C 5.9871 -2.9304 -0.9573
O 1.5117 0.4419 -0.0405
H -1.4320 1.6506 2.5104
C 4.9984 -1.8896 3.4284
O 4.4171 0.3557 2.5433
H 6.7392 -2.6139 -0.2346
C -1.2635 0.8801 3.2628
H 6.5030 -3.6002 -1.6453
H 4.4296 -2.0152 -2.3423
O 2.9430 -1.1492 2.2578
Cl 1.4147 1.4558 3.4180
C 5.2742 -1.7847 -1.6929
H 4.2966 -2.6762 3.7052
H 5.4618 -1.3555 4.2580
H 0.7314 1.5196 -2.4557
H -2.2268 0.6448 3.7153
C 1.8034 1.5698 -0.4833
C 4.0469 -0.8388 2.7217
Cl 4.6937 -0.5908 -0.4986
H 0.0318 0.4042 4.9204
C 1.0119 2.2372 -1.6848
Cl -0.7829 -0.5322 2.3302
O 2.8121 2.0752 0.0426
Mg 2.8885 0.5683 1.3085
H 5.9446 -1.1493 -2.2716
H 1.7371 2.9645 -2.0499
Cl 4.8923 -3.9048 0.0100
H 0.1601 2.7363 -1.2228
C -0.1549 1.2640 4.2770
H 5.7498 -2.0891 2.6643
*
```

Values from the calculation:
Energy relative to the best compared isomer or geometry (same formula, charge and spin) ... 7.4 kcal/mol
Frontier orbital gap ... 0.388 Ha

For each atom in turn, the Löwdin charge in e is:
1 H 0.082
2 C -0.667
3 O -0.082
4 H 0.065
5 C 0.036
6 O -0.095
7 H 0.062
8 C -0.650
9 H 0.070
10 H 0.079
11 O -0.074
12 Cl 0.669
13 C -0.566
14 H 0.081
15 H 0.077
16 H 0.078
17 H 0.070
18 C -0.679
19 C -0.723
20 Cl 0.710
21 H 0.068
22 C 0.038
23 Cl 0.597
24 O -0.061
25 Mg 0.510
26 H 0.066
27 H 0.074
28 Cl 0.580
29 H 0.077
30 C -0.556
31 H 0.067

***

Entry 4:
DFT (ωB97M-V/def2-TZVPD) results for a molecular structure, C8H14EuN3S.

Geometry as ORCA input:
```
! RIJCOSX wB97M-V def2-TZVPD def2/J DEFGRID3
* xyz 2 7
H -0.7845 2.2858 -1.5017
Eu 0.0861 -0.0674 -0.4679
S 1.7068 0.1696 1.7027
H -0.8293 2.3644 0.3366
C -1.9298 0.6917 -0.5405
H -0.6383 -0.4264 -3.3869
H 0.9344 2.4250 3.2738
H -2.4491 0.4386 0.3777
H -0.7280 -2.1514 2.0844
H 1.5339 1.1195 -2.9135
C 2.1528 -0.4999 -1.4940
N -0.6257 -1.4415 1.3958
H -0.4166 -2.6906 -1.9044
C 0.1556 -0.6649 -2.7308
H 1.8404 -2.4545 -0.4128
H -2.4096 0.3654 -1.4602
C 1.3368 0.1675 -2.4763
C -1.0100 1.7862 -0.5641
H 3.0634 -0.1337 -1.0768
H -1.7727 -0.0694 2.5474
N -0.8234 -0.2135 2.1766
N 0.1163 1.7957 3.1155
H -0.7678 2.0688 3.5399
C 0.2727 -1.8749 -1.9261
C 1.4864 -1.7520 -1.1239
C 0.2315 0.6423 2.3833
H 0.2676 -1.8805 1.0460
*
```

Values from the calculation:
Frontier orbital gap (alpha / beta) ... 0.251 / 0.254 Ha
⟨S²⟩ ... 12.020

For each atom in turn, the Löwdin charge in e is:
1 H 0.110
2 Eu 1.602
3 S 0.742
4 H 0.088
5 C -0.148
6 H 0.111
7 H 0.154
8 H 0.080
9 H 0.118
10 H 0.121
11 C -0.193
12 N -0.055
13 H 0.123
14 C -0.160
15 H 0.109
16 H 0.109
17 C -0.139
18 C -0.138
19 H 0.110
20 H 0.183
21 N -0.061
22 N 0.140
23 H 0.134
24 C -0.152
25 C -0.224
26 C -0.834
27 H 0.067

***

Entry 5:
DFT (ωB97M-V/def2-TZVPD) results for 2 unconnected molecules or ions with the total composition C8H14FNO.

Geometry as ORCA input:
```
! RIJCOSX wB97M-V def2-TZVPD def2/J DEFGRID3
* xyz 0 1
C 0.4713 0.2550 0.5433
H 3.7164 -1.7391 -1.4832
H -1.3762 -1.7761 0.9861
H -2.9100 -1.0903 2.0974
H 5.4425 0.5049 -0.7972
F 0.5418 0.8029 1.7475
H -0.2161 -0.3017 -1.2539
O 3.4670 0.4813 0.2295
C -0.5369 0.2047 -0.2710
H 4.9882 -0.7212 0.3761
H -3.4703 2.1258 -0.4199
C 4.9073 0.3604 0.2097
C -2.5288 -1.5869 1.0865
C -1.9550 0.6079 0.0292
C -2.9248 -0.5691 0.0190
H -1.6990 2.5170 -0.9460
H -2.7696 -0.8665 -1.0585
H 5.3656 1.1101 0.9266
H -2.9527 -2.4800 1.0751
C -2.4761 1.8391 -0.8207
C 2.7387 -0.4351 -0.3754
H -2.6504 1.3794 -1.8802
N 2.7679 -1.3904 -1.0793
H -2.0762 0.8848 1.0109
H -3.8650 -0.1170 0.0486
*
```

Values from the calculation:
Energy relative to the best compared isomer or geometry (same formula, charge and spin) ... 129.8 kcal/mol
Frontier orbital gap (alpha / beta) ... 0.320 / 0.313 Ha

For each atom in turn, the Löwdin charge in e is:
1 C -0.106
2 H 0.124
3 H 0.111
4 H 0.126
5 H 0.106
6 F 0.046
7 H 0.138
8 O -0.100
9 C -0.127
10 H 0.080
11 H 0.083
12 C -0.057
13 C -0.075
14 C -0.417
15 C -0.252
16 H 0.039
17 H 0.124
18 H 0.112
19 H -0.006
20 C -0.038
21 C -0.332
22 H 0.105
23 N 0.143
24 H 0.092
25 H 0.081

***

What did we get for molar mass? Answer: 218.12, 298.18, 340.31, 336.25, 159.20 g/mol, in the order shown.
What did we get for strongest force on any atom? Answer: 4.88, 5.02, 3.07, 7.56, 5.93 eV/A, in the order shown.